No. 1
Formula: C25H38IN2O15S2
Source: OMol25
Level of theory: ωB97M-V/def2-TZVPD

The geometry in ORCA input format:
```
! wB97M-V def2-TZVPD RIJCOSX def2/J DEFGRID3
* xyz -1 1
C -2.480 -2.339 1.163
C -1.507 -2.022 0.019
N -0.411 -2.660 -0.048
C -1.817 -0.978 -1.093
S -3.083 0.228 -0.583
O -2.823 0.786 0.730
O -4.346 -0.495 -0.537
N -3.214 1.348 -1.780
S -2.557 2.794 -1.392
O -3.390 3.566 -0.494
O -1.161 2.782 -0.962
C -2.549 3.658 -3.014
C -1.545 4.827 -3.065
O -0.884 4.993 -4.007
I -1.293 6.225 -1.428
H -3.511 -2.542 0.815
H -2.145 -3.268 1.658
H -2.574 -1.516 1.895
H -0.327 -3.306 0.738
H -0.859 -0.476 -1.393
H -2.199 -1.453 -2.017
H -3.552 4.081 -3.195
H -2.247 2.926 -3.779
O 0.065 -0.325 -3.211
C 1.189 -0.713 -3.096
O 2.255 -0.210 -3.783
C 3.427 -0.992 -3.479
C 3.124 -1.652 -2.144
C 1.614 -1.841 -2.216
H 3.578 -1.719 -4.281
H 4.299 -0.340 -3.429
H 3.678 -2.576 -1.980
H 3.369 -0.965 -1.330
H 1.345 -2.784 -2.694
H 1.142 -1.759 -1.240
O -3.648 -3.661 3.591
C -3.836 -2.852 4.457
O -3.727 -1.518 4.265
C -3.905 -0.829 5.514
C -4.674 -1.797 6.394
C -4.174 -3.147 5.902
H -2.923 -0.590 5.920
H -4.450 0.098 5.343
H -4.517 -1.630 7.459
H -5.745 -1.709 6.193
H -3.269 -3.460 6.421
H -4.944 -3.913 5.976
O 3.155 -0.438 -8.136
C 2.857 0.706 -7.948
O 3.544 1.755 -8.474
C 3.003 2.988 -7.973
C 1.589 2.655 -7.535
C 1.725 1.209 -7.080
H 3.626 3.329 -7.142
H 3.024 3.740 -8.760
H 1.208 3.325 -6.765
H 0.913 2.708 -8.391
H 2.023 1.137 -6.032
H 0.815 0.642 -7.258
O 4.752 4.339 0.549
C 4.063 3.780 -0.257
O 3.518 2.556 -0.055
C 2.842 2.123 -1.251
C 2.538 3.390 -2.019
C 3.709 4.286 -1.639
H 3.505 1.456 -1.800
H 1.936 1.579 -0.982
H 2.436 3.231 -3.092
H 1.608 3.827 -1.655
H 4.566 4.141 -2.300
H 3.424 5.335 -1.608
O -1.934 -2.297 7.346
C -0.823 -2.718 7.508
O 0.254 -2.260 6.830
C 1.411 -3.041 7.169
C 1.091 -3.660 8.517
C -0.417 -3.842 8.436
H 1.564 -3.792 6.391
H 2.286 -2.394 7.210
H 1.638 -4.583 8.708
H 1.333 -2.956 9.316
H -0.690 -4.795 7.979
H -0.893 -3.736 9.408
*
```

The calculation puts the LUMO energy at 1.83 eV. The highest occupied orbital energy is -0.2133 hartree.

---

No. 2
Formula: C2H3NO2S2
Source: OMol25
Level of theory: ωB97M-V/def2-TZVPD

The geometry in ORCA input format:
```
! wB97M-V def2-TZVPD RIJCOSX def2/J DEFGRID3
* xyz 0 1
O 2.299 0.241 0.988
S 1.387 0.240 -0.165
O 1.814 0.889 -1.344
C -0.211 1.138 0.367
N -1.154 0.427 0.089
C -1.260 -0.879 -0.055
S 0.699 -1.667 -0.372
H -0.285 2.150 0.573
H -1.520 -1.356 0.895
H -1.770 -1.182 -0.976
*
```

The SMILES is O=S1(=O)C=NCS1. The calculation puts the LUMO energy at -0.11 eV. The highest occupied orbital energy is -0.3555 hartree.

---

No. 3
Formula: C5H8O2
Source: OMol25
Level of theory: ωB97M-V/def2-TZVPD

The geometry in ORCA input format:
```
! wB97M-V def2-TZVPD RIJCOSX def2/J DEFGRID3
* xyz 0 1
C -0.517 0.824 1.479
C -0.721 -0.150 0.331
C 0.500 -1.039 -0.129
O 1.701 -0.962 0.582
C 0.461 -0.335 -1.481
O 0.568 1.071 -1.232
C -0.704 0.448 -1.074
H -1.323 1.568 1.497
H 0.432 1.356 1.373
H -0.513 0.309 2.445
H -1.602 -0.779 0.494
H 0.199 -2.089 -0.215
H 2.251 -0.351 0.078
H 0.793 -0.668 -2.460
H -1.526 0.797 -1.688
*
```

The SMILES is C[C@@H]1[C@H](O)[C@@H]2O[C@H]12. The calculation puts the LUMO energy at 1.00 eV. The highest occupied orbital energy is -0.3644 hartree.

---

- Which formula does entry 2 have?
  C2H3NO2S2